--- w ---
The following is a quantum chemistry calculation of one molecule with the formula C10H16N2, from OMol25.

Last column: Löwdin charge in e.
Element x y z (Å)
N (-0.1288, -1.3810, -1.2251)  0.083
N (0.3340, -2.1682, -0.4112)  0.055
C (0.0053, -0.0544, -0.6972)  -0.455
C (-3.4319, 0.4191, -0.1130)  0.026
C (-1.0358, -0.0481, 0.4964)  -0.245
C (1.3789, -0.0707, 0.0862)  -0.386
C (1.4396, 1.0832, 1.1387)  -0.015
C (-2.4131, -0.4439, 0.0060)  -0.124
C (0.9751, -1.4700, 0.7495)  -0.184
C (-0.2979, 1.0055, -1.6861)  -0.025
C (2.5857, -0.0032, -0.7701)  -0.056
C (-0.3436, -1.1124, 1.4096)  -0.127
H (-3.3712, 1.4157, 0.0840)  0.022
H (-0.9985, -1.9827, 1.4434)  0.108
H (2.0737, 1.0843, 2.0015)  0.078
H (-2.3939, -1.5540, -0.1024)  0.117
H (0.4462, 1.2306, 1.6773)  0.091
H (0.3696, 1.0389, -2.5053)  0.062
H (-0.2924, 2.0047, -1.2466)  0.088
H (1.7502, 1.9305, 0.5981)  0.064
H (-0.2931, -0.7854, 2.4347)  0.114
H (2.6524, 0.9487, -1.2083)  0.057
H (2.6694, -0.8612, -1.5965)  0.138
H (-4.4444, 0.1151, -0.3716)  0.057
H (3.5512, -0.1338, -0.2759)  0.083
H (-1.3497, 1.0743, -2.1529)  0.114
H (1.5968, -2.2019, 1.2716)  0.145
H (-1.0338, 0.9204, 0.9648)  0.112

Values from the calculation:
structure (SMILES)	C=C[C@H]1C[C@H]2N=N[C@]1(C)C2(C)C
LUMO	0.795	eV
E_HOMO	-8.75	eV

--- x ---
The following is a quantum chemistry calculation of a 2-piece molecular cluster, C10H16N2 overall, from OMol25.

Last column: Löwdin charge in e.
Element x y z (Å)
N (0.3421, 2.5373, -1.1076)  0.125
N (1.5881, -0.4151, -2.5163)  0.178
C (2.6416, -1.5034, 0.4801)  -0.118
C (0.2700, 2.3719, 1.2457)  -0.053
C (0.5478, 1.7735, -0.1091)  -0.450
C (-1.5064, -2.0237, -1.5310)  -0.017
C (1.1436, 0.4383, -0.1633)  -0.188
C (-1.8510, -0.9580, -0.7991)  -0.102
C (1.4075, 0.0758, -1.4346)  -0.172
C (1.6314, -0.4764, 0.9880)  -0.185
C (-3.0454, -0.2027, 1.1741)  -0.134
C (-2.3056, 0.0893, -0.0715)  -0.197
H (3.4908, -1.0442, -0.0029)  0.085
H (-2.7298, -1.3151, 1.5637)  0.130
H (0.6917, 2.2397, -1.9825)  0.020
H (-0.0962, 1.6787, 2.0299)  0.083
H (-0.2153, 3.3337, 1.0733)  0.073
H (2.1083, -2.2420, -0.0520)  0.060
H (2.1936, 0.1001, 1.7640)  0.125
H (-3.0250, 0.6209, 1.9164)  0.069
H (0.7610, -0.6031, -3.1799)  0.130
H (-2.2241, -2.3932, -2.3211)  0.072
H (-0.5238, -2.4702, -1.5469)  0.032
H (0.7778, -1.1175, 1.2861)  0.113
H (-2.2869, 1.0986, -0.3830)  0.086
H (-4.1156, -0.3831, 0.8146)  0.088
H (1.2551, 2.7947, 1.5781)  0.096
H (3.0748, -2.0048, 1.2869)  0.052

Values from the calculation:
structure (SMILES)	[H]/N=C(/C)C(=C=N)CC.C=C=CC
LUMO	0.752	eV
E_HOMO	-8.21	eV

w wins, 1.778 eV ahead of the next structure.

--- w ---
The following is a quantum chemistry calculation of one molecule with the formula C2H2N4O2, from OMol25.

Last column: Löwdin charge in e.
Element x y z (Å)
O (1.9199, 0.8611, -0.4762)  0.009
O (1.6391, -1.4990, 0.6867)  -0.100
N (-2.3128, 0.3726, 0.2991)  0.023
N (-1.0577, 0.8685, 0.4031)  0.080
N (-0.9797, -1.2799, -0.6052)  0.087
N (-2.1925, -0.9389, -0.2191)  -0.018
C (1.1259, -0.3081, -0.0792)  -0.179
C (-0.3089, -0.1966, -0.3957)  -0.274
H (2.7891, 0.2974, -0.3062)  0.167
H (-0.6224, 1.8229, 0.6928)  0.205

Values from the calculation:
structure (SMILES)	O=C(O)c1nnn[nH]1
LUMO	-1.273	eV
E_HOMO	-10.68	eV

--- x ---
The following is a quantum chemistry calculation of one molecule with the formula C2H2N4O2, from OMol25.

Last column: Löwdin charge in e.
Element x y z (Å)
O (-0.1676, -0.9684, -2.4046)  0.023
O (-0.0202, 0.9962, 2.4524)  0.077
N (-0.1000, -0.2809, -1.1755)  -0.142
N (0.7037, 0.8606, -0.8851)  0.123
N (0.8334, 1.1669, 0.3713)  0.104
N (-0.4126, -0.8420, 1.0842)  0.142
C (0.1719, 0.4299, 1.3795)  -0.509
C (-0.7443, -1.0288, -0.1561)  -0.098
H (-0.9445, -0.9190, -2.9330)  0.095
H (-1.2906, -2.0421, -0.5545)  0.185

Values from the calculation:
structure (SMILES)	O=c1ncn(O)nn1
LUMO	-0.866	eV
E_HOMO	-10.18	eV

--- y ---
The following is a quantum chemistry calculation of one molecule with the formula C2H2N4O2, from OMol25.

Last column: Löwdin charge in e.
Element x y z (Å)
O (2.0212, 0.9725, -0.1759)  0.198
O (1.9599, -1.1280, 0.4284)  0.046
N (-0.7797, -0.9946, -0.4052)  0.072
N (-0.0815, 0.2020, -0.2096)  0.010
N (-2.2078, 0.4773, 0.1875)  -0.003
N (-2.0165, -0.7989, -0.0072)  -0.018
C (1.3467, -0.0750, -0.0551)  -0.460
C (-1.0862, 1.1141, 0.2349)  -0.085
H (2.8786, 0.7172, -0.4120)  0.123
H (-0.6929, 2.0928, 0.3552)  0.116

Values from the calculation:
structure (SMILES)	O=C(O)n1cnnn1
LUMO	-0.424	eV
E_HOMO	-10.98	eV

--- z ---
The following is a quantum chemistry calculation of a 2-piece molecular cluster, C2H2N4O2 overall, from OMol25.

Last column: Löwdin charge in e.
Element x y z (Å)
O (-0.4538, -2.2794, -0.0010)  0.043
O (1.6119, -1.5799, -0.0438)  0.083
N (-1.6832, 0.1805, -0.1566)  0.188
N (0.4190, -1.4702, 0.1042)  -0.285
N (2.7627, 1.7243, -0.0908)  0.150
N (0.3001, 1.3477, 0.0493)  0.140
C (-0.4070, 0.3419, -0.0203)  -0.225
C (1.6531, 1.5109, 0.0004)  -0.314
H (-1.8978, -0.7326, 0.0320)  0.057
H (-2.3049, 0.9568, 0.1266)  0.163

Values from the calculation:
LUMO	-0.795	eV
E_HOMO	-10.02	eV

y wins, 1.733 eV ahead of the next structure.

--- w ---
The following is a quantum chemistry calculation of one molecule with the formula C2H2N4O2, from OMol25.

Last column: Löwdin charge in e.
Element x y z (Å)
O (-0.1621, 1.0304, 0.8823)  0.016
O (-0.1195, 1.7019, -1.9927)  0.099
N (0.1871, 0.2700, -0.1706)  -0.033
N (-0.2625, -1.0586, 1.4987)  0.151
N (-0.6783, 0.0776, 1.9001)  0.178
N (0.4242, -1.9537, -0.3776)  0.177
C (0.2783, 0.6911, -1.4355)  -0.221
C (0.1429, -0.9156, 0.1331)  -0.631
H (0.8925, 0.0404, -2.0480)  0.139
H (1.1392, -1.9001, -1.2090)  0.125

Values from the calculation:
structure (SMILES)	[H]/N=c1/nnon1C=O
LUMO	-1.222	eV
E_HOMO	-10.25	eV

--- x ---
The following is a quantum chemistry calculation of one molecule with the formula C2H2N4O2, from OMol25.

Last column: Löwdin charge in e.
Element x y z (Å)
O (0.3851, -1.0455, 0.3742)  0.077
O (-2.3632, -0.8509, -0.2466)  0.031
N (1.3359, 0.9954, -0.1253)  0.017
N (2.3085, 0.1978, -0.2311)  -0.031
N (1.9082, -0.9486, -0.1630)  0.124
N (-1.0953, 0.9782, 0.3281)  0.057
C (-2.3271, 0.3426, -0.1740)  -0.323
C (0.0822, 0.2249, 0.3238)  -0.330
H (-3.1499, 1.0273, -0.4368)  0.117
H (1.2436, 2.1795, -0.1444)  0.261

Values from the calculation:
structure (SMILES)	O=C/N=c1/[nH]nno1
LUMO	-0.003	eV
E_HOMO	-9.61	eV

x wins, 1.107 eV ahead of the next structure.

--- w ---
The following is a quantum chemistry calculation of a 2-piece molecular cluster, C2H2N4O2 overall, from OMol25.

Last column: Löwdin charge in e.
Element x y z (Å)
O (0.0520, -1.9565, 0.7940)  -0.018
O (0.4641, 1.8014, 0.0643)  -0.128
N (-0.3962, -1.1571, -1.8491)  0.048
N (-0.3614, 1.5075, 1.1864)  0.100
N (0.8737, 0.9295, -0.8840)  0.113
N (-0.7182, 0.2873, 1.3980)  0.121
C (0.1721, -0.2934, -0.8242)  -0.333
C (-0.2330, -0.7115, 0.5098)  -0.362
H (0.1676, -1.2948, -2.8503)  0.132
H (0.2839, -2.4056, -1.0887)  0.326

Values from the calculation:
LUMO	-1.440	eV
E_HOMO	-9.86	eV

--- x ---
The following is a quantum chemistry calculation of one molecule with the formula C2H2N4O2, from OMol25.

Last column: Löwdin charge in e.
Element x y z (Å)
O (-2.0146, 0.3887, 0.4787)  -0.097
O (2.5695, 0.4299, 0.0607)  -0.105
N (1.6626, -0.7353, 0.1656)  0.085
N (-1.7363, -0.9642, 0.0001)  0.099
N (0.2254, 0.9627, -0.2895)  0.126
N (-0.5267, -1.3328, -0.3753)  0.126
C (0.3851, -0.4326, -0.0041)  -0.465
C (-1.0175, 1.3500, -0.1261)  -0.061
H (3.3947, 0.1077, 0.5813)  0.132
H (-1.4149, 2.3254, -0.6222)  0.161

Values from the calculation:
structure (SMILES)	O/N=c1\nconn1
LUMO	-1.371	eV
E_HOMO	-9.66	eV

--- y ---
The following is a quantum chemistry calculation of one molecule with the formula C2H2N4O2, from OMol25.

Last column: Löwdin charge in e.
Element x y z (Å)
O (0.2282, -1.4181, -0.0475)  0.018
O (-3.2135, 0.3371, 0.0438)  0.030
N (-2.1933, 0.9923, 0.0267)  -0.007
N (-1.0289, -1.0246, 0.0765)  0.065
N (-1.0595, 0.2485, 0.0272)  -0.133
N (2.4118, -0.3472, 0.1249)  0.154
C (1.1600, -0.2576, -0.0011)  -0.423
C (0.3962, 0.8792, -0.1494)  0.154
H (0.5798, 1.8370, -0.5158)  0.093
H (2.7190, -1.2465, 0.4146)  0.049

Values from the calculation:
LUMO (alpha / beta)	-2.484 / -1.631	eV
E_HOMO (alpha / beta)	-8.49 / -9.37	eV

x wins, 0.886 eV ahead of the next structure.

--- w ---
The following is a quantum chemistry calculation of one molecule with the formula C15H18N4O2, from OMol25.

Last column: Löwdin charge in e.
Element x y z (Å)
O (0.4307, -0.6229, 4.9778)  -0.060
O (-2.2520, 0.0620, -4.8911)  -0.200
N (2.0673, -1.4227, -0.2368)  0.127
N (-0.6763, 0.8212, -0.2013)  0.130
N (1.6470, -0.8708, -2.5074)  0.124
N (0.0117, 0.6262, -3.1991)  0.054
C (-2.5361, 1.0041, -5.8963)  -0.113
C (0.2931, 0.0920, -0.8463)  -0.109
C (0.5034, -0.3015, 1.3909)  -0.089
C (0.1757, 0.2322, -4.5785)  -0.172
C (-1.3085, 1.1044, 2.2006)  -0.010
C (-0.5630, 0.5972, 1.1501)  -0.200
C (-0.9849, 0.7141, 3.4865)  -0.023
C (1.0512, -0.6234, 0.1055)  -0.170
C (0.3771, 1.3261, 6.4582)  -0.066
C (-1.0196, -0.6111, -5.0469)  -0.207
C (0.0698, -0.1735, 3.7383)  -0.262
C (0.6325, -0.0670, -2.1990)  -0.265
C (0.8187, -0.6847, 2.6849)  0.075
C (2.2967, -1.4881, -1.5262)  -0.227
C (-0.1551, -0.0679, 6.1350)  -0.256
H (1.6265, -1.3695, 2.8805)  0.129
H (-2.5039, 0.5417, -6.8897)  0.090
H (-0.0611, 1.6806, 7.3873)  0.076
H (1.0937, -0.3513, -4.6464)  0.110
H (1.4579, 1.2891, 6.5675)  0.079
H (3.1114, -2.1264, -1.8427)  0.102
H (-3.5438, 1.3657, -5.7000)  0.089
H (-1.2499, -0.0593, 6.0556)  0.114
H (0.2692, 1.1337, -5.1921)  0.113
H (-1.8413, 1.8511, -5.8790)  0.083
H (-0.8770, -0.9194, -6.0912)  0.122
H (-1.3485, 1.4328, -0.6303)  0.154
H (-1.5741, 1.1081, 4.2994)  0.102
H (0.1216, -0.7619, 6.9340)  0.122
H (-2.1255, 1.7895, 2.0278)  0.110
H (0.1378, 2.0280, 5.6630)  0.066
H (-0.9100, 0.9834, -2.9884)  0.128
H (-1.0964, -1.5029, -4.4190)  0.129

Values from the calculation:
structure (SMILES)	CCOc1ccc2[nH]c3c(NCCOC)ncnc3c2c1
LUMO	0.629	eV
E_HOMO	-7.56	eV

--- x ---
The following is a quantum chemistry calculation of one molecule with the formula C15H18N4O2, from OMol25.

Last column: Löwdin charge in e.
Element x y z (Å)
O (4.2770, 1.7990, 0.3355)  0.081
O (0.3792, 1.9915, -0.2144)  0.087
N (2.3154, 0.1072, -0.2501)  0.040
N (-3.5141, 0.1631, 0.4076)  -0.137
N (-3.9157, -1.1117, 0.4599)  0.117
N (1.0142, -0.1643, -0.4695)  0.047
C (0.0886, 0.8427, -0.4432)  -0.483
C (7.3115, -0.1565, 0.3539)  -0.079
C (-5.6425, 0.2035, -0.0826)  0.008
C (5.4969, -1.6242, -0.1591)  -0.049
C (-4.5278, 0.9978, 0.0714)  -0.277
C (-4.3584, 2.4682, -0.0530)  -0.019
C (5.0678, 0.7272, 0.2338)  -0.267
C (-2.1336, 0.4822, 0.6173)  -0.120
C (-1.3317, 0.3734, -0.6921)  -0.076
C (3.1880, -0.8212, -0.3013)  -0.065
C (-6.0072, -2.3613, 0.1458)  -0.044
C (6.8432, -1.4296, 0.0495)  -0.099
C (4.5869, -0.5643, -0.0733)  -0.150
C (-5.2048, -1.1096, 0.1718)  -0.361
C (6.4371, 0.9043, 0.4451)  -0.010
H (-6.8232, -2.3025, 0.8649)  0.075
H (3.3448, 1.5494, 0.1604)  0.079
H (-3.5959, 2.7181, -0.7901)  0.079
H (8.3662, 0.0039, 0.5198)  0.104
H (5.1230, -2.6104, -0.3958)  0.108
H (-2.0442, 1.4966, 1.0121)  0.127
H (-1.3719, -0.6519, -1.0597)  0.111
H (2.9042, -1.8579, -0.5228)  0.130
H (-1.7800, 1.0335, -1.4368)  0.124
H (-4.0615, 2.9056, 0.9007)  0.086
H (-6.6335, 0.5183, -0.3390)  0.104
H (0.7350, -1.1263, -0.6666)  0.153
H (-5.2992, 2.9164, -0.3600)  0.082
H (6.7850, 1.8978, 0.6802)  0.118
H (7.5299, -2.2589, -0.0226)  0.099
H (-5.3717, -3.2060, 0.3955)  0.072
H (-6.4377, -2.5158, -0.8429)  0.075
H (-1.7393, -0.2271, 1.3498)  0.133

Values from the calculation:
structure (SMILES)	Cc1cc(C)n(CCC(=O)N/N=C/c2ccccc2O)n1
LUMO	0.246	eV
E_HOMO	-8.39	eV

w wins, 0.341 eV ahead of the next structure.